(1)
Computed, not measured: a 2-piece molecular cluster, C32H69I2N5O4P overall in a non-equilibrium geometry, with the ωB97M-V functional and the def2-TZVPD basis.

```
! RIJCOSX wB97M-V def2-TZVPD def2/J DEFGRID3
* xyz 1 1
C -5.708 -2.895 -5.075
C -4.218 -2.744 -4.693
C -4.043 -2.385 -3.214
C -2.547 -2.426 -2.813
C -1.728 -1.179 -3.190
C -1.557 -0.020 -2.181
C -0.780 1.059 -2.985
C 0.228 1.906 -2.183
C -0.458 3.141 -1.578
C 0.460 3.934 -0.646
C -0.171 5.232 -0.181
O -1.272 4.918 0.688
C -0.939 5.115 2.045
C -0.852 -0.521 -0.880
C 0.412 -1.399 -0.974
I 0.107 -3.491 -0.603
C 1.550 -0.828 0.006
C 2.762 -0.340 -0.820
I 2.334 -2.393 1.293
C -1.985 -0.940 0.096
C -1.764 -0.625 1.575
C -1.603 0.865 1.860
O -2.635 1.640 1.249
C -3.315 -0.414 -0.526
N -2.786 0.545 -1.516
C -3.740 1.460 -2.233
C -4.107 1.151 -3.675
C -4.780 2.435 -4.238
C -5.395 2.210 -5.621
N -5.634 3.471 -6.358
C -6.053 4.572 -5.604
C -7.310 4.510 -4.767
O -5.424 5.623 -5.657
H -6.008 -3.926 -4.895
H -6.310 -2.238 -4.446
H -5.847 -2.669 -6.130
H -3.761 -3.730 -4.814
H -3.658 -2.071 -5.348
H -4.554 -1.466 -2.923
H -4.521 -3.194 -2.649
H -2.484 -2.729 -1.772
H -2.122 -3.259 -3.378
H -0.714 -1.530 -3.390
H -2.088 -0.849 -4.166
H -0.219 0.535 -3.758
H -1.445 1.744 -3.514
H 0.947 2.296 -2.909
H 0.815 1.354 -1.453
H -1.426 2.923 -1.114
H -0.678 3.802 -2.425
H 1.359 4.170 -1.225
H 0.724 3.292 0.201
H 0.547 5.830 0.385
H -0.568 5.822 -1.008
H -0.885 6.177 2.307
H 0.029 4.659 2.287
H -1.705 4.673 2.685
H -0.474 0.360 -0.348
H 0.863 -1.342 -1.961
H 1.158 -0.101 0.710
H 3.456 -1.170 -0.923
H 3.277 0.465 -0.298
H 2.435 -0.008 -1.806
H -2.193 -2.013 0.123
H -0.844 -1.113 1.914
H -2.570 -1.043 2.181
H -1.615 1.017 2.944
H -0.617 1.216 1.524
H -2.583 2.534 1.603
H -3.928 0.126 0.193
H -3.990 -1.176 -0.904
H -2.334 1.203 -0.862
H -4.663 1.460 -1.650
H -3.373 2.485 -2.183
H -4.840 0.354 -3.810
H -3.274 0.954 -4.347
H -5.472 2.818 -3.489
H -3.964 3.158 -4.356
H -4.708 1.636 -6.241
H -6.345 1.685 -5.504
H -4.788 3.753 -6.839
H -7.764 5.498 -4.759
H -7.127 4.241 -3.727
H -8.047 3.816 -5.177
O 7.424 -0.706 5.007
P 6.891 -1.890 5.774
N 8.224 -2.957 5.643
C 8.441 -4.050 4.726
C 9.406 -2.594 6.407
N 5.492 -2.154 4.782
C 5.155 -3.369 4.065
C 5.023 -0.989 4.031
N 6.224 -2.818 7.044
C 6.353 -4.242 7.263
C 5.124 -2.186 7.776
H 8.832 -4.922 5.267
H 9.156 -3.797 3.933
H 7.525 -4.393 4.251
H 9.326 -2.940 7.447
H 9.547 -1.510 6.425
H 10.309 -3.025 5.976
H 5.930 -3.679 3.356
H 4.246 -3.225 3.475
H 4.912 -4.193 4.740
H 5.569 -0.860 3.087
H 5.125 -0.078 4.612
H 3.960 -1.098 3.802
H 6.222 -4.837 6.358
H 5.599 -4.581 7.973
H 7.325 -4.501 7.692
H 4.155 -2.397 7.309
H 5.256 -1.103 7.803
H 5.096 -2.520 8.815
*
```

Output
Max |F|: 6.08 eV/Å
Molar mass: 872.72 g/mol
LUMO: -2.4 eV
E: -2771.8204 a.u.

Atomic partial charges in e from the Mulliken method, atoms 1 to 99: -1.340, -0.570, -0.936, -0.994, -1.063, 0.732, -1.277, -0.987, -0.544, -0.423, -0.947, -0.366, -0.789, 2.207, -1.949, 0.072, 0.033, -1.397, 0.230, 0.111, -1.542, -0.406, -0.536, -1.076, 1.421, -0.985, 0.622, -0.884, -1.067, -0.240, 0.705, -1.086, -0.600, 0.370, 0.318, 0.352, 0.415, 0.348, 0.240, 0.331, 0.129, 0.787, 0.405, 0.718, 0.771, 0.293, 0.692, -0.085, -0.147, 0.496, 0.405, 0.139, 0.485, 0.387, 0.342, 0.346, 0.252, -0.978, 0.793, 0.373, 0.514, 0.351, 0.365, 0.789, 0.342, 0.529, 0.554, 0.152, 0.245, 0.836, 0.373, -0.965, 0.501, 0.303, 0.092, 0.141, 0.389, 0.454, 0.434, 0.313, 0.313, 0.353, 0.279, 0.340, -0.829, 0.738, 0.190, -1.000, -1.142, 0.208, -0.560, -1.097, 0.014, -0.907, -1.107, 0.384, 0.310, 0.289, 0.275

=====

(2)
Computed, not measured: a 5-piece molecular cluster, C32H70BClN5O5PS2 overall in a non-equilibrium geometry, with the ωB97M-V functional and the def2-TZVPD basis.

```
! RIJCOSX wB97M-V def2-TZVPD def2/J DEFGRID3
* xyz 0 1
C 4.370 3.611 2.422
C 5.420 3.035 3.477
C 4.725 2.444 4.758
C 3.893 1.114 4.524
C 4.121 0.418 3.129
C 3.670 -1.109 3.144
C 4.248 -1.894 1.904
C 3.169 -2.573 0.960
N 1.813 -1.962 0.987
C 0.729 -2.959 1.099
C -0.577 -2.422 1.845
C -0.291 -1.274 2.881
C -1.665 -0.929 3.641
C -2.234 0.406 2.984
C -3.604 0.827 3.684
C -4.767 0.753 2.614
C -4.865 2.158 1.879
C 1.607 -1.050 -0.074
S 0.252 -0.970 -1.047
S 2.934 0.159 -0.364
C 2.327 1.392 -1.581
C 1.209 2.388 -1.046
C 1.137 2.550 0.526
B 0.661 4.079 0.826
P 0.647 4.758 2.629
O -0.581 5.954 2.656
Cl 0.131 3.228 3.979
H 4.353 4.729 2.465
H 4.628 3.245 1.399
H 3.353 3.270 2.759
H 6.154 2.347 2.993
H 6.018 3.929 3.820
H 5.498 2.350 5.571
H 3.992 3.222 5.114
H 2.805 1.372 4.605
H 4.125 0.377 5.336
H 5.212 0.387 2.850
H 3.539 0.973 2.342
H 2.576 -1.238 3.317
H 4.179 -1.538 4.059
H 4.823 -1.156 1.279
H 4.979 -2.692 2.200
H 3.576 -2.505 -0.088
H 3.173 -3.666 1.196
H 0.459 -3.442 0.114
H 1.100 -3.809 1.738
H -1.098 -3.282 2.343
H -1.266 -2.061 1.034
H 0.451 -1.586 3.654
H 0.029 -0.369 2.297
H -1.512 -0.801 4.742
H -2.413 -1.749 3.446
H -2.363 0.205 1.885
H -1.450 1.192 3.122
H -3.813 0.040 4.460
H -3.475 1.832 4.150
H -5.719 0.463 3.139
H -4.554 -0.013 1.817
H -5.936 2.503 1.879
H -4.227 2.915 2.398
H -4.501 2.046 0.835
H 3.187 2.006 -1.964
H 1.914 0.845 -2.464
H 0.243 2.104 -1.528
H 1.473 3.404 -1.459
H 2.116 2.435 1.050
H 0.315 1.905 0.939
H 0.347 4.853 -0.012
H -0.121 6.792 2.506
C 2.966 -5.498 -1.819
C 4.382 -5.374 -1.322
O 4.652 -4.858 -0.244
N 5.376 -5.856 -2.113
C 5.262 -6.493 -3.410
H 2.289 -5.069 -1.082
H 2.846 -4.951 -2.758
H 2.706 -6.548 -1.959
H 6.296 -5.739 -1.716
H 5.692 -7.495 -3.346
H 5.831 -5.909 -4.136
H 4.229 -6.565 -3.739
C -5.840 4.155 -2.763
C -6.110 3.432 -1.470
O -5.410 2.505 -1.084
N -7.171 3.838 -0.725
C -8.111 4.904 -1.007
H -4.966 3.718 -3.242
H -6.692 4.052 -3.438
H -5.638 5.210 -2.571
H -7.288 3.308 0.125
H -8.070 5.629 -0.191
H -9.116 4.480 -1.052
H -7.890 5.406 -1.944
C 1.894 -1.827 -6.551
C 1.607 -2.541 -5.256
O 2.312 -3.456 -4.847
N 0.528 -2.139 -4.537
C -0.419 -1.087 -4.846
H 2.783 -2.258 -7.008
H 1.057 -1.947 -7.241
H 2.080 -0.768 -6.365
H 0.399 -2.662 -3.684
H -0.399 -0.357 -4.032
H -1.416 -1.531 -4.903
H -0.191 -0.588 -5.784
C -5.344 -1.481 -3.663
C -3.949 -1.914 -3.296
O -3.373 -2.821 -3.884
N -3.330 -1.262 -2.279
C -3.831 -0.172 -1.467
H -5.703 -2.092 -4.489
H -6.016 -1.617 -2.815
H -5.344 -0.436 -3.979
H -2.401 -1.604 -2.089
H -3.158 0.679 -1.582
H -3.822 -0.492 -0.422
H -4.837 0.125 -1.743
*
```

Output
Max |F|: 2.58 eV/Å
Molar mass: 746.32 g/mol
LUMO: -0.6 eV
E: -3534.0147 a.u.
Structure (SMILES): CCCCCCCCN(CCCCCCCC)C(=S)SCCCBP(O)Cl.CNC(C)=O.CNC(C)=O.CNC(C)=O.CNC(C)=O

Atomic partial charges in e from the Mulliken method, atoms 1 to 99: -0.220, -0.592, -0.763, -0.397, 0.332, 0.294, -1.013, -1.273, 1.141, -1.323, -0.672, 0.670, -1.119, 0.963, -0.892, -0.549, -0.444, -0.826, 0.206, 0.024, -0.665, -0.516, 0.495, 0.468, 0.162, -0.521, -0.255, 0.414, 0.139, -0.391, 0.301, 0.363, 0.332, 0.252, 0.065, 0.483, 0.248, -0.475, -0.513, 0.428, 0.401, 0.428, 0.356, 0.553, 0.114, 0.700, 0.486, 0.073, 0.121, -0.280, 0.352, 0.321, -0.014, -0.607, 0.388, 0.407, 0.409, 0.202, 0.102, 0.318, -0.046, 0.463, 0.142, 0.125, 0.447, -0.566, -0.092, -0.059, 0.323, -0.732, 0.711, -0.651, -0.175, -0.852, -0.068, 0.231, 0.426, 0.248, 0.295, 0.275, 0.331, -1.444, 0.780, -0.472, -0.112, -0.928, 0.261, 0.398, 0.388, 0.187, 0.300, 0.299, 0.361, -1.349, 0.882, -0.647, -0.041, -0.754, 0.307